Record 1
ORCA calculation (ωB97M-V with the def2-TZVPD basis set) on an isolated ion of composition C5H10N3O2S and charge +1 in a non-equilibrium geometry.

Kohn-Sham gap: 9.4 eV
Molecular weight: 176.221 g/mol
HOMO energy: -13.7 eV
LUMO level: -4.3 eV
Relative energy (zero: lowest compared OMol25 entry of this formula, charge and spin): 5.790 eV
Total charge: +1

```
21
Properties=species:S:1:pos:R:3:mulliken_charge:R:1
C -1.3801 2.0374 -0.1888 -0.397
C -1.2357 0.7645 -0.3747 0.548
C 0.7922 -0.6686 -0.2715 0.691
C -2.9671 1.1696 -0.4063 -0.689
C 1.2384 -2.0742 -0.3423 -1.672
N 1.4869 0.3349 -0.0385 -0.428
N -0.6274 -0.4039 -0.3320 -0.132
N 3.4427 0.7677 1.3930 -0.414
O 3.8710 -0.8886 -0.4577 -0.621
O 3.3988 1.5023 -1.0664 -0.572
S 3.2283 0.3833 -0.1589 1.131
H -1.3053 3.0200 -0.6816 0.362
H -2.9619 0.3497 -1.2050 0.345
H -3.2125 0.8057 0.6208 0.297
H -3.3033 2.2127 -0.6737 0.313
H 0.9911 -2.4671 0.5921 0.402
H 0.7847 -2.6115 -1.0463 0.507
H 2.2234 -2.1860 -0.6307 0.507
H -1.2107 -1.1557 0.0373 0.321
H 4.1963 0.3180 1.9635 0.273
H 2.9739 1.6191 1.7036 0.230
```

---

Record 2
ORCA calculation (ωB97M-V with the def2-TZVPD basis set) on C7H7NO5Tl as an isolated structure in a non-equilibrium geometry.

Kohn-Sham gap: 6.2 eV
Molecular weight: 389.518 g/mol
HOMO energy: -21.3 eV
LUMO level: -15.1 eV
Relative energy (zero: lowest compared OMol25 entry of this formula, charge and spin): 0.000 eV
Total charge: +3

```
21
Properties=species:S:1:pos:R:3:mulliken_charge:R:1
O -3.4322 0.9963 -1.6283 0.085
C -2.6441 0.2236 -1.7137 0.032
Tl -0.7326 -1.3578 -1.4740 1.464
O 0.5437 0.4001 -4.4391 0.060
C 0.0873 -0.1982 -3.5935 0.262
C -2.2530 -3.0258 -2.0428 0.244
O -3.0129 -3.8906 -2.1675 0.057
C 1.0478 -2.7633 -1.6644 0.164
O 1.9027 -3.5265 -1.8091 0.048
C -0.5067 1.3613 2.2205 -0.706
N 0.7765 1.0547 1.6187 0.131
C 2.0720 1.4111 2.1446 -0.603
C 0.6706 0.3720 0.5338 0.056
O -0.5903 0.1719 0.2100 -0.622
H -0.2797 1.9175 3.1211 0.307
H -1.0951 0.4535 2.4717 0.317
H -1.1635 1.9646 1.5601 0.313
H 2.6245 0.4693 2.2783 0.333
H 2.5740 2.0039 1.3633 0.340
H 1.8500 1.9542 3.0617 0.230
H 1.5611 0.0081 -0.0515 0.488
```

---

Record 3
ORCA calculation (ωB97M-V with the def2-TZVPD basis set) on one molecule with the formula C18H32B2Cl2FO8PS.

Kohn-Sham gap: 8.8 eV
Molecular weight: 551.015 g/mol
HOMO energy: -8.5 eV
LUMO level: 0.3 eV
Total charge: 0

```
65
Properties=species:S:1:pos:R:3:mulliken_charge:R:1
C -3.0341 -3.0413 2.4475 -1.230
C -1.6848 -3.2635 1.7804 -0.358
O -0.8999 -2.0636 1.8983 -0.506
B -0.0456 -1.7357 0.8773 1.069
O 0.7095 -2.7103 0.2686 -0.622
C 0.0316 -0.1833 0.4867 -0.484
P 1.0974 0.6372 1.8851 0.110
C 1.3663 -0.6681 3.1667 -0.315
C 2.2047 -0.0734 4.3045 -1.420
C -0.0706 1.7239 2.7808 -0.204
C 0.6973 2.8949 3.4374 -1.315
O -1.2923 0.3595 0.7916 -0.447
S -2.5586 -0.3461 0.0845 0.573
O -3.6846 0.1191 0.8577 -0.730
O -2.7039 0.5351 -1.2609 -0.536
C -1.7274 0.6282 -2.3251 -2.187
B -2.5412 0.1534 -3.6264 1.012
O -2.3917 0.8717 -4.7798 -0.577
O -3.4189 -0.8906 -3.6392 -0.710
C -0.3362 -0.0520 -2.1797 2.647
C -0.6277 -1.5698 -2.2912 -1.981
C 0.4278 0.5124 -3.4216 -0.604
C 1.1427 -0.4511 -4.3253 -0.369
O 2.3192 -0.3660 -4.5661 -0.503
C 0.5873 0.2734 -0.8982 2.722
C 1.9188 -0.5008 -1.2384 -3.142
C 2.9543 -0.9019 -0.1967 -0.093
F 3.4565 -2.1663 -0.5473 -0.436
C 1.0063 1.8011 -0.8252 -0.658
Cl 2.7254 2.1128 -0.9740 -0.167
C 0.3558 2.9657 -0.6391 0.367
C 1.0193 4.3134 -0.6184 -1.739
Cl -1.3372 3.1199 -0.2873 -0.120
H -2.9921 -2.1749 3.1009 0.256
H -3.8048 -2.8490 1.7045 0.316
H -3.3342 -3.9155 3.0199 0.353
H -1.1469 -4.0963 2.2331 0.527
H -1.8274 -3.5025 0.7268 0.167
H 1.0619 -3.3516 0.8938 0.327
H 0.4091 -0.9862 3.5740 0.314
H 1.8897 -1.5374 2.7728 0.430
H 2.5438 -0.8784 4.9546 0.416
H 1.6194 0.6115 4.9133 0.295
H 3.0864 0.4454 3.9315 0.359
H -0.8308 2.1156 2.1157 0.313
H -0.6043 1.1661 3.5510 0.572
H 0.5168 3.8255 2.9044 0.355
H 1.7750 2.7348 3.4113 0.312
H 0.4225 3.0080 4.4828 0.356
H -1.5486 1.6843 -2.5168 0.616
H -2.8362 0.4410 -5.5185 0.301
H -3.5504 -1.2929 -2.7772 0.332
H -1.5732 -1.8266 -1.8185 0.291
H -0.6939 -1.9031 -3.3227 0.437
H 0.0939 -2.2082 -1.8073 0.482
H -0.2396 1.0875 -4.0625 0.908
H 1.1930 1.2219 -3.1175 0.011
H 0.5555 -1.2344 -4.8253 0.381
H 1.7052 -1.4158 -1.7668 0.646
H 2.4584 0.0651 -1.9881 1.642
H 2.6062 -0.9852 0.8208 -0.385
H 3.8128 -0.2344 -0.2036 0.408
H 1.7390 4.3592 0.1994 0.363
H 0.2803 5.0891 -0.4625 0.478
H 1.5482 4.4996 -1.5505 0.375
```

---

Record 4
ORCA calculation (ωB97M-V with the def2-TZVPD basis set) on a 2-piece molecular cluster, C4H8NO3 overall in a non-equilibrium geometry.

Kohn-Sham gap: 8.7 eV
Molecular weight: 118.112 g/mol
HOMO energy: -4.7 eV
LUMO level: 4.0 eV
Relative energy (zero: lowest compared OMol25 entry of this formula, charge and spin): 2.367 eV
Total charge: -1

```
16
Properties=species:S:1:pos:R:3:mulliken_charge:R:1
C -1.4407 -1.3236 1.0747 -0.689
C -1.8622 -1.6748 -0.3352 0.518
O -2.9767 -2.0881 -0.6525 -0.666
N -0.9721 -1.2182 -1.3584 -0.265
H -0.9246 -1.5894 -2.1822 0.136
H -0.1851 -0.6048 -1.0467 0.304
H -2.0975 -0.3104 1.3607 0.142
H -0.3222 -0.9108 1.3813 0.243
H -1.6167 -2.1690 1.7233 0.295
C 2.1458 2.3078 0.0922 -0.874
C 1.1678 0.9323 -0.0340 0.680
O 0.4259 1.0023 -0.9947 -0.769
O 1.3802 -0.0221 0.6938 -0.735
H 2.2779 2.7488 1.0414 0.302
H 1.7096 2.9446 -0.7816 0.214
H 3.2905 1.9753 0.0178 0.164
```

---

Record 5
ORCA calculation (ωB97M-V with the def2-TZVPD basis set) on a 4-piece molecular cluster, C35H69BrN2O12 overall in a non-equilibrium geometry.

Kohn-Sham gap: 9.4 eV
Molecular weight: 789.843 g/mol
SMILES: C#CC[C@H](O[C@@H](NCCCC)[C@H](Br)CC)[C@H](OCCCC)N(C)CCCCCCCOC.COC(=O)OC.COC(=O)OC.COC(=O)OC
HOMO energy: -8.9 eV
LUMO level: 0.5 eV
Total charge: 0

```
119
Properties=species:S:1:pos:R:3:mulliken_charge:R:1
C 5.1682 -1.2906 2.6915 -0.566
C 4.3309 -0.4356 2.1472 -0.353
C 3.2947 0.7015 1.6011 -0.079
C 2.6018 0.2599 0.1759 0.162
O 3.2637 0.8355 -0.9877 0.137
C 4.6827 0.5936 -1.0166 -0.580
N 5.0938 -0.8398 -0.9745 0.039
C 6.5712 -0.9493 -0.7755 -0.760
C 7.0856 -2.3876 -0.2616 -0.267
C 8.7207 -2.2593 -0.1286 -0.428
C 9.5015 -3.3258 -1.1003 -0.928
C 5.2089 1.1722 -2.4705 -0.541
Br 6.7026 2.5002 -2.2639 -0.168
C 4.0303 1.7753 -3.3897 -0.049
C 3.1331 0.6171 -4.1401 -0.817
C 1.0768 0.7787 0.1234 -0.915
O 1.0536 2.0796 0.7825 -0.404
C 1.2029 3.1702 -0.1628 0.650
C 1.1777 4.5438 0.7386 -0.737
C 2.2710 5.6384 0.2675 -0.155
C 2.1351 5.8623 -1.3296 -0.728
N 0.0456 -0.1787 0.5928 -0.064
C -1.3285 0.3738 0.2531 -0.532
C 0.0985 -1.5047 -0.1085 -0.298
C -1.1898 -2.4611 0.0703 -0.733
C -2.0719 -2.6233 -1.3130 -0.112
C -1.1553 -3.3018 -2.4522 -0.341
C -1.9266 -3.6647 -3.8245 -0.616
C -1.5992 -2.5273 -4.9366 -0.627
C -0.0636 -2.6057 -5.4849 0.218
O 0.0232 -2.1296 -6.8581 -0.397
C 1.3127 -1.5086 -7.1145 -0.511
H 6.0518 -1.9361 3.0430 0.404
H 2.5036 0.7901 2.4527 0.413
H 3.8892 1.6774 1.4445 0.302
H 2.7413 -0.8770 0.1162 0.341
H 5.2935 1.1969 -0.2303 0.518
H 4.7590 -1.3557 -1.8028 0.278
H 6.9905 -0.1576 -0.0520 0.306
H 7.0852 -0.7756 -1.8126 0.171
H 6.7043 -2.6834 0.7883 0.016
H 6.7792 -3.2728 -0.9582 0.319
H 9.0678 -2.3092 0.9671 0.394
H 9.0225 -1.2080 -0.5390 0.236
H 10.4043 -2.8075 -1.6271 0.258
H 8.7684 -3.7346 -1.8854 0.291
H 9.9309 -4.1304 -0.4010 0.249
H 5.6707 0.2915 -3.0805 0.377
H 3.3756 2.5741 -2.8742 -0.201
H 4.5615 2.3366 -4.2663 0.523
H 3.5144 -0.4250 -3.8319 0.179
H 2.0639 0.7438 -3.6882 0.115
H 3.0484 0.7810 -5.2719 0.322
H 0.8455 0.9906 -1.0068 0.348
H 0.3448 3.2745 -0.9233 0.221
H 2.2159 3.1773 -0.7151 -0.391
H 1.4684 4.2127 1.8208 0.258
H 0.0979 4.9684 0.8468 0.209
H 3.3403 5.3030 0.5730 0.272
H 2.1083 6.6662 0.7814 0.080
H 2.7647 5.0193 -1.8320 0.070
H 1.0343 5.6853 -1.6234 0.219
H 2.5192 6.8786 -1.7015 0.352
H -2.1427 -0.0281 0.9849 0.079
H -1.5825 0.1136 -0.8584 0.145
H -1.3888 1.5180 0.3240 0.287
H 0.9977 -2.0840 0.3598 0.104
H 0.3447 -1.2767 -1.2277 0.253
H -1.8476 -2.2334 0.9897 0.308
H -0.7738 -3.5371 0.2577 0.402
H -2.9210 -3.3913 -1.0803 0.279
H -2.6032 -1.6543 -1.6236 0.059
H -0.7718 -4.3097 -2.0027 0.236
H -0.2110 -2.7103 -2.7362 -0.020
H -3.0431 -3.9038 -3.7054 0.325
H -1.4299 -4.6436 -4.2258 0.302
H -2.3514 -2.5933 -5.8194 0.327
H -1.6696 -1.5012 -4.3839 0.209
H 0.4073 -3.6507 -5.3808 0.174
H 0.5844 -1.8895 -4.8290 -0.134
H 1.7023 -1.7417 -8.1817 0.274
H 1.2138 -0.3486 -7.0644 0.193
H 2.1387 -1.8385 -6.3719 0.234
C -5.1937 -1.0436 0.6988 -0.604
O -5.9372 -2.2499 0.5378 -0.322
C -6.5723 -2.6607 1.6525 0.740
O -6.5552 -2.1036 2.7257 -0.542
O -7.2290 -3.7995 1.3626 -0.310
C -7.9531 -4.3536 2.4602 -0.587
H -4.7239 -0.8069 -0.2576 0.160
H -5.8554 -0.2176 0.9717 0.424
H -4.4056 -1.1741 1.4449 0.262
H -8.7236 -3.6590 2.8038 0.265
H -7.2752 -4.6147 3.2767 0.298
H -8.4419 -5.2656 2.1139 0.231
C 1.7425 12.0801 3.3780 -0.611
O 1.2209 11.0097 4.1635 -0.327
C 1.1861 9.8234 3.5274 0.760
O 1.5489 9.6148 2.3925 -0.546
O 0.6769 8.9099 4.3755 -0.318
C 0.5808 7.5956 3.8302 -0.631
H 1.7233 12.9839 3.9892 0.221
H 2.7778 11.8791 3.0913 0.290
H 1.1218 12.2478 2.4943 0.288
H 1.5696 7.2153 3.5614 0.279
H -0.0862 7.5850 2.9644 0.298
H 0.1592 6.9438 4.5972 0.295
C -11.2999 -3.7547 5.7988 -0.659
O -11.0681 -4.8377 4.8993 -0.235
C -11.6211 -6.0041 5.2834 0.730
O -12.2681 -6.1865 6.2882 -0.537
O -11.3271 -6.9316 4.3522 -0.281
C -11.8535 -8.2279 4.6305 -0.631
H -10.8103 -2.8692 5.3896 0.201
H -12.3695 -3.5482 5.8863 0.301
H -10.8653 -3.9674 6.7786 0.319
H -12.9453 -8.2001 4.6713 0.291
H -11.4411 -8.6194 5.5638 0.291
H -11.5560 -8.8917 3.8170 0.214
```